# C52H77Br3N9O16

C52H77Br3N9O16 as an isolated structure in a non-equilibrium geometry (ωB97M-V/def2-TZVPD, the Open Molecules 2025 dataset).

Properties
Net charge: +1
Frontier orbital gap in eV: 7.1
Spin multiplicity: 1

Atoms and positions in Å:
C: -3.8145 -0.1810 1.7777
C: -2.4526 -0.7053 1.3523
C: -1.7436 0.1844 0.3237
C: -0.4387 -0.3450 -0.2022
N: 0.3749 0.6186 -1.0210
C: 0.8637 1.7625 -0.1703
C: 2.3760 1.7095 -0.2443
C: 2.7487 0.2991 -0.6846
C: 1.5864 -0.0685 -1.5990
C: -0.4850 1.1285 -2.1377
C: -1.2244 0.0052 -2.8310
C: -2.2922 0.4454 -3.8365
H: -4.4477 -0.0259 0.8982
H: -3.8036 0.6166 2.5158
H: -4.3634 -0.9900 2.2688
H: -2.5304 -1.7046 0.9310
H: -1.8268 -0.6247 2.2458
H: -1.5911 1.1834 0.7641
H: -2.4526 0.5007 -0.4521
H: -0.5739 -1.2678 -0.7648
H: 0.2885 -0.6491 0.5586
H: 0.5561 2.7392 -0.5318
H: 0.4742 1.6505 0.8393
H: 2.7044 2.4200 -0.9965
H: 2.8783 1.9432 0.6943
H: 3.7455 0.3856 -1.1032
H: 2.9017 -0.4545 0.0960
H: 1.8739 0.2176 -2.6151
H: 1.3042 -1.1113 -1.7549
H: 0.1662 1.6363 -2.8311
H: -1.2075 1.8384 -1.7321
H: -1.7520 -0.7133 -2.2060
H: -0.4664 -0.5403 -3.4037
H: -2.9028 1.3103 -3.5666
H: -2.9861 -0.3366 -4.1337
H: -1.7540 0.7526 -4.7395
C: -0.9934 6.9868 0.6966
Br: 0.1662 8.1185 1.7439
Br: -0.3442 5.1575 0.8515
Br: -1.3025 7.7073 -1.0908
H: -1.9757 7.0595 1.1370
C: -1.8669 -3.1890 7.4234
C: -1.1663 -2.2374 6.6810
C: -1.5912 -2.0161 5.3823
C: -2.7272 -2.6026 4.8495
C: -3.3960 -3.5602 5.6008
C: -2.9494 -3.8496 6.8745
O: -3.6692 -4.7740 7.5835
O: -0.9037 -1.1851 4.5260
H: -1.6830 -3.2659 8.4902
H: -0.2250 -1.8661 7.0592
H: -3.0136 -2.4581 3.8193
H: -4.2563 -4.0977 5.2247
H: -3.4001 -4.8394 8.5031
H: -0.1478 -0.7660 4.9542
C: 3.2587 0.6526 4.8656
C: 3.8854 1.5242 3.9800
C: 3.1456 2.5253 3.3702
C: 1.7807 2.6179 3.5938
C: 1.1566 1.7103 4.4306
C: 1.9025 0.7602 5.1028
O: 1.3383 -0.0388 6.1017
O: 3.7614 3.5326 2.6455
H: 3.8627 0.0188 5.5019
H: 4.9593 1.4882 3.8374
H: 1.1636 3.3329 3.0702
H: 0.1204 1.8885 4.6948
H: 1.0046 0.5887 6.7553
H: 4.7006 3.4112 2.8256
C: -4.5387 -4.4490 -5.3359
C: -5.7887 -3.8772 -5.1928
C: -5.9769 -2.9378 -4.1833
C: -4.8981 -2.5267 -3.4153
C: -3.6276 -3.0102 -3.6629
C: -3.4382 -3.9689 -4.6543
O: -2.2102 -4.4240 -5.0337
O: -7.1631 -2.2362 -4.1474
H: -4.3819 -5.1336 -6.1621
H: -6.5945 -4.0962 -5.8795
H: -5.1179 -1.9260 -2.5400
H: -2.8232 -2.6121 -3.0544
H: -1.5046 -3.9609 -4.5719
H: -7.9382 -2.7973 -4.2298
C: 5.9952 0.8987 -5.3610
C: 5.4478 1.0969 -4.1082
C: 5.8880 2.1806 -3.3661
C: 6.8941 3.0156 -3.8189
C: 7.3916 2.8507 -5.0998
C: 6.9234 1.7891 -5.8764
O: 7.2871 1.6913 -7.1901
O: 5.3058 2.3446 -2.1189
H: 5.6873 0.1491 -6.0807
H: 4.6826 0.4514 -3.6989
H: 7.3864 3.7327 -3.1707
H: 8.2337 3.4376 -5.4439
H: 7.3283 2.5489 -7.6199
H: 5.8857 2.6386 -1.4118
C: -7.7266 -0.0283 5.0649
C: -6.7972 0.9795 5.3379
C: -5.4617 0.7230 5.1130
C: -5.0323 -0.5599 4.8398
C: -5.9315 -1.5986 4.6797
C: -7.2927 -1.2903 4.7276
O: -8.2225 -2.3105 4.6659
O: -4.5588 1.7728 5.0710
H: -8.7635 0.2228 5.2352
H: -7.2171 1.9401 5.5960
H: -3.9971 -0.8847 4.8053
H: -5.6213 -2.6272 4.5437
H: -7.7282 -3.1353 4.6964
H: -3.9779 1.8291 5.8343
C: -0.9168 -3.7671 1.0927
C: 0.1438 -3.7125 0.2177
C: -0.0089 -3.9953 -1.1468
C: -1.1659 -4.6917 -1.4701
C: -2.2208 -4.8520 -0.5910
C: -2.1198 -4.3375 0.6990
O: -3.1912 -4.2882 1.5370
O: 0.9145 -3.6416 -2.0634
H: -0.8026 -3.3415 2.0819
H: 1.0371 -3.1780 0.5359
H: -1.2112 -5.0088 -2.5109
H: -3.1690 -5.2394 -0.9431
H: -3.8536 -4.9788 1.4816
H: 1.8148 -3.6418 -1.6791
C: -2.1755 4.0196 -3.4691
O: -2.2990 4.1138 -2.2445
N: -3.1957 4.4300 -4.2821
N: -1.0482 3.5866 -4.1114
H: -3.9957 4.8971 -3.9027
H: -3.1052 4.3751 -5.2802
H: -0.1856 3.3639 -3.6290
H: -1.0034 3.7615 -5.0998
C: 6.1939 -0.5219 1.2106
O: 5.4970 -1.5269 1.2844
N: 6.1709 0.2712 0.0830
N: 7.0219 -0.0992 2.2220
H: 5.5796 0.0157 -0.6807
H: 6.6892 1.1232 0.1824
H: 6.7409 -0.3496 3.1567
H: 7.4281 0.8229 2.2070
C: 2.8183 5.0651 -3.1504
O: 2.0044 4.1330 -3.2219
N: 2.3473 6.3386 -2.9355
N: 4.1612 4.9477 -3.2895
H: 1.3515 6.4766 -2.9163
H: 2.9956 7.0840 -2.7665
H: 4.5740 4.0170 -3.2875
H: 4.7225 5.7318 -3.0125
C: 4.4349 -3.1771 -1.8304
O: 3.4135 -3.2239 -1.1557
N: 4.5641 -3.8000 -3.0404
N: 5.5408 -2.5125 -1.4042
H: 3.9260 -4.5185 -3.3286
H: 5.3971 -3.6999 -3.5900
H: 5.5018 -1.9599 -0.5475
H: 6.3480 -2.3780 -1.9863